[1]
Entry from OMol25: CHCsLiO3 as an isolated structure (wB97M-V/def2-TZVPD).

CARTESIAN COORDINATES (ANGSTROEM)
O (-1.53722, -0.37247, 0.95667)
H (-3.30514, -0.24398, -0.34811)
C (-1.47947, 0.27504, -0.10312)
O (-2.58383, 0.10920, -0.90322)
O (2.33424, -0.62156, 0.07729)
Cs (5.97357, 1.34003, 0.21458)
Li (0.59786, -0.48626, 0.10592)

Calculated values
LUMO energy (alpha / beta): 1.13 / 1.13 eV
orbital gap (alpha / beta): 0.095 / 0.095 Ha
energy: -7944.9112 eV
net charge: -1
multiplicity: 1



[2]
Entry from OMol25: a 2-piece molecular cluster, C5H10O overall (wB97M-V/def2-TZVPD).

CARTESIAN COORDINATES (ANGSTROEM)
C (-1.91970, -1.60093, 0.38223)
C (-0.80011, -1.21274, 0.96202)
C (0.56788, -1.03116, 0.39526)
C (1.22044, 0.14293, 0.34696)
C (2.62651, 0.27487, -0.14648)
H (-2.79598, -1.83392, 0.96958)
H (-2.02660, -1.81771, -0.66989)
H (-0.62947, -1.22434, 2.03597)
H (1.04828, -1.90638, -0.01139)
H (0.69667, 0.96788, 0.83339)
H (2.64336, 0.10184, -1.24472)
H (3.24061, -0.60979, 0.11255)
H (3.10481, 1.24214, 0.08901)
O (-1.62029, 2.66727, -1.41671)
H (-1.30647, 2.61037, -0.49318)
H (-1.13746, 1.86486, -1.67485)

Calculated values
LUMO energy: 0.91 eV
orbital gap: 0.378 Ha
SMILES: C=C/C=C/C.O
energy: -7392.7142 eV
multiplicity: 1



[3]
Entry from OMol25: a 4-piece molecular cluster, C3H14O3S overall (wB97M-V/def2-TZVPD).

CARTESIAN COORDINATES (ANGSTROEM)
C (0.68010, 0.12074, 0.88268)
C (-0.25684, 0.10734, -0.33958)
S (-1.69188, -0.95314, -0.02385)
C (-2.90439, 0.33296, 0.29268)
H (1.59056, 0.68159, 0.63233)
H (1.08150, -0.87858, 1.02098)
H (0.20849, 0.59603, 1.73265)
H (0.30983, -0.17399, -1.20344)
H (-0.62056, 1.12094, -0.51463)
H (-2.57981, 0.99000, 1.09935)
H (-3.08211, 0.93368, -0.55687)
H (-3.86780, -0.10282, 0.55203)
O (-5.00142, -3.78545, -1.27204)
H (-4.13011, -3.54095, -1.61060)
H (-5.38830, -4.24293, -2.02933)
O (4.03053, 1.57756, 1.43494)
H (3.13842, 1.81889, 1.60984)
H (4.26194, 0.86513, 2.03138)
O (4.97572, 1.24082, -1.36083)
H (4.65656, 1.97608, -1.89193)
H (4.58955, 1.31612, -0.48576)

Calculated values
LUMO energy: 0.56 eV
orbital gap: 0.338 Ha
SMILES: CCSC.O.O.O
energy: -20315.5348 eV
multiplicity: 1



> Which of these has the highest energy?

C5H10O